84
Properties=species:S:1:pos:R:3:forces:R:3 method="wB97M-V/def2-TZVPD" homo_energy_ev="-9.62 / -13.53" largest_force_ev_per_a=6.3 total_charge=+2 s2=8.81 multiplicity=6 relative_energy_kcal_mol=63.1 molar_mass_g_mol=871.21 e_lumo_ev="-4.903 / -7.795" orbital_gap_ev="4.72 / 5.73"
P 1.44796 1.21668 -2.02421 0.14 -1.16 2.25
C 3.17304 1.35547 -2.01083 0.55 0.36 0.19
C 3.76153 0.75395 -3.13410 0.01 0.01 -0.04
H 3.14422 0.08926 -3.75969 0.57 0.47 0.14
C 5.07603 1.05109 -3.42896 0.24 0.16 0.51
H 5.51557 0.61822 -4.31168 0.27 0.03 -0.07
C 5.80253 1.90344 -2.57947 -0.51 -0.23 -0.06
H 6.82606 2.13090 -2.82277 0.18 0.08 -0.04
C 5.23579 2.44729 -1.41814 -0.66 -0.38 0.05
H 5.80643 3.08881 -0.75962 0.12 -0.09 -0.08
C 3.90653 2.16460 -1.09254 -0.11 -0.45 -1.15
H 3.41937 2.53791 -0.19266 0.20 0.10 -0.25
C 0.79431 -0.27509 -2.65844 -0.46 -0.20 -0.74
C 1.37439 -1.54584 -2.43081 0.32 0.42 0.20
H 2.26398 -1.64043 -1.78773 -0.51 0.11 -0.38
C 0.83031 -2.66260 -3.04353 -0.06 -0.24 -0.06
H 1.27202 -3.65426 -2.86642 -0.24 0.55 -0.13
C -0.26855 -2.52103 -3.90343 -0.05 -0.26 0.02
H -0.68633 -3.40686 -4.39741 0.22 0.42 0.18
C -0.83635 -1.26684 -4.13261 -0.49 -0.23 -0.17
H -1.68358 -1.15575 -4.81719 0.34 -0.13 0.26
C -0.33684 -0.14651 -3.49767 0.51 0.05 0.23
H -0.76366 0.84398 -3.67535 0.06 -0.36 -0.02
C 0.46905 2.64505 -2.06848 -0.37 1.04 -0.18
C 0.75769 3.30447 -3.27720 -0.07 -0.36 0.32
H 1.55317 2.88580 -3.91190 -0.49 0.46 0.04
C 0.03733 4.42294 -3.61189 -0.20 0.69 -0.36
H 0.25678 4.91415 -4.55879 -0.20 0.05 0.27
C -0.94206 4.90946 -2.74296 -0.06 0.01 -0.01
H -1.50884 5.79765 -3.02059 0.14 -0.23 0.06
C -1.19507 4.29582 -1.51062 0.08 -0.15 0.15
H -1.94942 4.69334 -0.82366 0.36 -0.06 -0.32
C -0.47466 3.16365 -1.13728 0.68 -0.38 -0.57
H -0.57458 2.71182 -0.14326 -0.14 0.10 -0.47
Ir 0.30201 -0.46631 2.66986 -1.04 -1.35 5.18
C -1.54854 -1.34754 2.16899 -2.36 -0.38 -0.77
C -2.08391 -1.45965 0.94265 -0.57 -0.18 -0.10
H -2.04818 -1.74904 3.05840 -0.14 -0.22 -0.49
C -1.30429 -0.78236 -0.18066 0.47 0.53 -0.04
O -2.11034 0.33109 -0.70100 -0.33 -1.27 0.35
H -1.56413 0.90850 -1.23223 0.38 0.16 -0.35
C -0.07442 -0.21977 0.37009 1.59 1.97 -2.36
H -0.96608 -1.49760 -0.97517 -0.66 0.44 0.25
C 0.86925 0.30774 1.19588 1.48 1.39 -5.98
Cl -0.11776 -1.04913 4.69979 -0.90 -0.87 3.88
Cl 2.46595 0.58034 3.44826 1.48 0.96 0.61
P 1.49639 -2.33559 2.51450 1.87 -2.26 0.25
C 2.37606 -2.75309 4.06008 -0.02 -0.03 -0.22
H 1.64823 -3.05023 4.82237 0.25 -0.02 -0.18
H 2.91338 -1.86200 4.40448 -0.11 -0.23 -0.09
H 3.08015 -3.56671 3.85948 -0.10 0.06 0.11
C 0.50657 -3.82012 2.14815 0.23 -0.17 -0.16
H 0.01836 -3.72059 1.17028 0.09 0.01 0.20
H -0.26238 -3.94781 2.91750 0.15 0.03 -0.10
H 1.16126 -4.70296 2.13474 -0.22 0.17 0.02
C 2.79992 -2.30449 1.24606 0.10 -0.34 -0.02
H 3.32264 -1.34477 1.29254 -0.03 -0.15 0.06
H 2.36228 -2.44320 0.24926 0.08 0.02 0.24
H 3.50452 -3.12337 1.45759 -0.14 0.26 -0.24
P -3.68525 -2.22033 0.48891 2.39 1.20 0.39
C -4.21704 -3.22665 1.84539 -0.38 -0.36 0.07
C -3.35812 -3.18470 -0.97961 -0.39 -0.39 -0.26
H -4.33135 -2.60765 2.74283 0.00 -0.15 -0.20
H -3.49133 -4.02969 2.03083 -0.19 0.25 -0.05
H -5.18259 -3.66169 1.56743 0.06 -0.05 0.25
H -2.97908 -2.55522 -1.79576 -0.15 -0.05 0.28
H -4.29562 -3.65354 -1.29246 0.15 -0.05 -0.17
H -2.62416 -3.96899 -0.75626 -0.17 0.19 0.01
C -4.81475 -0.88747 0.13894 -0.59 -0.10 -0.13
H -4.92944 -0.26347 1.03278 0.04 -0.15 -0.16
H -5.78355 -1.32059 -0.13232 0.01 0.22 0.00
H -4.42461 -0.27386 -0.68200 -0.05 -0.22 0.24
H 1.87818 0.93870 1.35035 -2.03 -0.88 -1.01
Cl -3.49336 3.76194 1.62036 -0.47 0.16 -0.28
C -2.31667 3.12097 2.67933 0.66 -0.53 0.42
C -1.93997 3.80044 3.83441 0.42 0.09 0.44
C -0.92184 3.23839 4.61989 -0.43 -0.24 -0.66
C -0.34533 2.04264 4.19050 0.65 0.58 1.11
N -0.69695 1.42910 3.06754 -0.85 0.80 0.79
C -1.70636 1.90983 2.34886 -0.51 0.68 -0.54
H -2.42751 4.74613 4.10385 0.27 -0.46 -0.12
H -0.55001 3.68889 5.53417 -0.24 0.05 -0.15
H 0.45018 1.55967 4.79280 -0.55 0.51 -0.60
H -2.06458 1.36528 1.45931 0.43 0.18 0.50